{"formula": "C24H30ClN3O2", "method": "ωB97M-V with the def2-TZVPD basis set", "lumo_energy_ev": 0.719, "total_charge": 0, "de_lowest_kcal_mol": 1.25, "smiles": "CCN(CCCNC(=O)[C@H]1CCC(=O)N1Cc1ccccc1Cl)c1cccc(C)c1", "mol_weight_g_mol": 427.976, "homo_lumo_gap_ev": 8.4697, "e_homo_ev": -7.75, "elements": ["Cl", "O", "O", "N", "N", "N", "C", "C", "C", "C", "C", "C", "C", "C", "C", "C", "C", "C", "C", "C", "C", "C", "C", "C", "C", "C", "C", "C", "C", "C", "H", "H", "H", "H", "H", "H", "H", "H", "H", "H", "H", "H", "H", "H", "H", "H", "H", "H", "H", "H", "H", "H", "H", "H", "H", "H", "H", "H", "H", "H"], "coordinates": [[1.0231, -1.2127, 0.7476], [-4.0586, -0.2196, -0.3797], [0.8807, -2.1719, -2.3690], [-1.2234, -2.0401, -1.5076], [1.0834, 3.2945, 0.0540], [-1.8950, 0.4057, -0.2643], [1.4360, 4.2352, 1.0995], [-1.9115, -1.5338, 3.4397], [-0.3282, 2.9896, -0.0421], [1.8542, 1.5601, -1.4334], [-0.7937, -0.6605, -3.3220], [-0.4591, -1.6842, 1.5401], [2.6817, 5.0282, 0.7157], [-2.4959, -1.4109, -1.7637], [-1.0781, -3.0560, -0.4914], [-2.5456, -2.8439, 1.5388], [2.6900, 0.5050, -1.7378], [-2.8255, -2.3538, 2.8016], [-0.2365, -1.7107, -2.3742], [4.8364, 0.3114, 1.3622], [1.9524, 2.2238, -0.2079], [-1.3607, -2.5243, 0.8890], [-0.8281, 2.1111, 1.1203], [-2.9002, -0.3667, -0.7103], [-0.7264, -1.1972, 2.8094], [2.9360, 1.7998, 0.6857], [-2.1196, 1.3844, 0.7826], [3.7846, 0.7448, 0.3840], [-2.3081, -0.7457, -3.1436], [3.6526, 0.0919, -0.8341], [3.5397, 4.3724, 0.5987], [-3.2977, -2.1590, -1.7814], [-2.1198, -1.1503, 4.4269], [-3.2594, -3.4853, 1.0436], [-0.3963, 0.3118, -3.0268], [-0.5110, 2.4676, -0.9817], [-2.7459, -1.3746, -3.9189], [-2.8846, 2.0853, 0.4333], [2.9046, 5.7659, 1.4826], [-0.0572, 1.3709, 1.3484], [4.2981, -0.7399, -1.0736], [-2.5159, 0.8776, 1.6709], [4.6535, 0.7308, 2.3490], [2.5146, 5.5402, -0.2282], [1.1300, 1.8946, -2.1619], [-0.4675, -0.8587, -4.3413], [-0.9391, 0.1332, -0.4418], [-0.9834, 2.7208, 2.0112], [-0.8874, 3.9289, -0.0726], [-0.0079, -0.5566, 3.2958], [-0.0448, -3.4097, -0.5647], [3.0418, 2.2788, 1.6473], [1.5801, 3.7535, 2.0787], [-2.7943, 0.2277, -3.1831], [-1.7589, -3.8879, -0.7087], [4.8634, -0.7741, 1.4410], [5.8185, 0.6447, 1.0253], [2.5873, -0.0084, -2.6817], [-3.7555, -2.6107, 3.2841], [0.5976, 4.9292, 1.2022]], "forces_ev_per_a": [[-0.22, -0.11, 0.19], [-0.36, 0.05, 0.05], [0.30, -0.12, -0.12], [-0.37, -0.10, 0.20], [0.01, 0.31, -0.07], [0.29, 0.30, 0.07], [0.25, 0.10, -0.07], [-0.08, -0.05, -0.01], [-0.19, -0.29, 0.22], [-0.09, 0.01, -0.02], [0.00, -0.02, -0.11], [0.01, -0.09, 0.13], [-0.20, -0.08, 0.16], [-0.39, 0.05, 0.13], [0.22, -0.12, 0.01], [0.14, 0.04, 0.00], [-0.03, -0.02, -0.01], [-0.04, 0.02, 0.10], [0.20, 0.19, -0.44], [0.01, 0.02, -0.04], [0.20, -0.11, -0.17], [0.11, -0.09, 0.00], [-0.13, 0.07, -0.33], [0.22, -0.34, -0.34], [0.15, 0.03, -0.12], [-0.14, 0.10, 0.02], [-0.19, 0.12, 0.21], [0.03, -0.09, -0.10], [0.00, 0.05, -0.06], [0.05, 0.00, 0.07], [0.11, 0.00, 0.00], [0.07, 0.14, 0.06], [-0.01, 0.04, 0.09], [-0.07, -0.07, -0.09], [0.05, 0.02, 0.03], [-0.06, 0.09, 0.00], [-0.01, 0.01, 0.05], [0.00, -0.03, 0.11], [0.09, 0.08, 0.07], [0.07, -0.01, 0.08], [0.08, -0.10, -0.02], [-0.02, 0.09, -0.11], [0.02, 0.00, 0.07], [-0.01, 0.06, -0.08], [-0.05, 0.07, -0.06], [0.07, 0.00, 0.06], [-0.01, -0.11, -0.04], [0.03, -0.03, 0.06], [-0.01, -0.06, -0.06], [0.11, 0.08, 0.03], [-0.16, -0.02, -0.01], [-0.01, 0.09, 0.10], [-0.08, 0.04, 0.00], [-0.05, -0.05, -0.02], [0.07, 0.06, 0.04], [0.03, -0.06, 0.05], [0.08, -0.01, 0.05], [-0.03, -0.05, -0.08], [-0.09, -0.02, 0.05], [0.01, -0.10, 0.04]], "mulliken_charge": [0.129, -0.707, -0.649, 0.227, 0.250, 0.755, -0.541, -0.614, -1.367, -0.689, -0.109, 0.382, -1.394, 0.458, -1.758, -0.445, -0.692, -0.679, 0.581, -1.813, -0.033, 0.701, 0.183, -0.253, -0.512, 0.427, -1.074, 0.595, -1.060, -0.693, 0.316, 0.498, 0.394, 0.375, -0.257, 0.222, 0.343, 0.506, 0.418, -0.082, 0.395, 0.398, 0.358, 0.335, 0.789, 0.494, -0.482, 0.503, 0.471, 0.426, 0.506, 0.268, 0.339, 0.444, 0.420, 0.385, 0.346, 0.335, 0.396, 0.536]}